Entry 1:
{
  "formula": "CBrClN2",
  "method": "the ωB97M-V functional and the def2-TZVPD basis",
  "elements": ["Br", "Cl", "N", "N", "C"],
  "positions_angstrom": [[2.992, 0.218, -0.008], [0.799, -2.085, -0.057], [-0.475, 1.311, -0.126], [0.310, -0.813, 0.745], [-0.082, 0.270, 0.220]],
  "e_above_lowest_kcal_mol": 32.5,
  "energy_ha": -3181.61878,
  "fmax_ev_per_a": 3.0,
  "lumo_ev": [-4.94, -4.67],
  "homo_lumo_gap_ev": [4.850, 5.111]
}

---

Entry 2:
{
  "formula": "C24H46NO16S",
  "method": "the ωB97M-V functional and the def2-TZVPD basis",
  "elements": ["S", "O", "O", "O", "O", "O", "O", "O", "O", "O", "O", "O", "O", "O", "O", "O", "O", "N", "C", "C", "C", "C", "C", "C", "C", "C", "C", "C", "C", "C", "C", "C", "C", "C", "C", "C", "C", "C", "C", "C", "C", "C", "H", "H", "H", "H", "H", "H", "H", "H", "H", "H", "H", "H", "H", "H", "H", "H", "H", "H", "H", "H", "H", "H", "H", "H", "H", "H", "H", "H", "H", "H", "H", "H", "H", "H", "H", "H", "H", "H", "H", "H", "H", "H", "H", "H", "H", "H"],
  "positions_angstrom": [[1.361, 9.497, -0.695], [-3.666, -1.374, 2.345], [0.967, -6.445, 0.941], [3.114, -6.288, 0.265], [-2.171, 1.484, -2.623], [-1.280, -3.250, -5.032], [-0.099, 1.354, -3.508], [2.494, -6.160, 2.436], [-5.121, -2.909, 1.558], [-0.512, -4.081, -3.074], [2.090, 2.582, 2.238], [0.355, 3.573, 3.295], [1.926, 5.955, -0.339], [0.505, 1.334, 2.990], [-3.367, -2.464, 0.385], [-2.706, -3.980, -3.586], [-0.481, 1.717, -1.306], [3.343, 7.776, 0.283], [-2.119, -1.774, 0.169], [-4.008, -2.169, 1.510], [-1.408, -3.805, -3.832], [0.786, -4.238, -5.903], [0.939, 1.801, -1.051], [3.864, -5.939, 2.811], [2.620, 6.864, -0.020], [-5.890, -2.730, 2.750], [-1.909, 1.514, 2.641], [1.638, 8.807, 1.859], [-1.004, -2.344, 1.017], [2.518, 9.149, 0.649], [-2.699, 1.321, -3.940], [0.073, -2.984, -5.448], [-0.786, 1.174, 3.597], [1.414, 10.032, 2.764], [1.511, 3.148, -1.426], [-2.984, -4.644, -2.349], [4.304, -4.516, 2.547], [0.569, -6.527, -0.432], [-0.832, 1.514, -2.566], [0.932, 2.602, 2.883], [2.654, 3.873, 1.922], [2.276, -6.293, 1.129], [-0.492, -6.762, -0.420], [0.653, 8.398, 1.578], [1.459, 3.326, -2.500], [0.441, 10.488, 2.577], [-1.822, 0.924, 1.727], [-2.691, -5.692, -2.402], [0.724, -5.573, -0.933], [-2.276, 0.442, -4.423], [1.442, 0.974, -1.554], [2.155, 10.203, -1.510], [-0.829, 0.123, 3.878], [2.189, 10.768, 2.557], [2.772, 4.488, 2.811], [-0.838, 1.775, 4.505], [-0.062, -1.858, 0.761], [-2.473, -4.154, -1.524], [-2.872, 1.296, 3.104], [1.118, -7.311, -0.950], [0.216, -4.735, -6.690], [-1.883, 2.569, 2.372], [4.297, -4.298, 1.480], [3.894, -6.160, 3.876], [2.157, 8.039, 2.432], [4.501, -6.658, 2.296], [-3.771, 1.200, -3.816], [0.608, -2.486, -4.640], [-6.806, -3.293, 2.598], [2.039, 4.386, 1.186], [0.956, 3.939, -0.930], [-6.119, -1.679, 2.909], [0.911, -4.937, -5.077], [-4.057, -4.572, -2.202], [3.628, 3.651, 1.494], [-2.493, 2.204, -4.543], [-1.197, -2.182, 2.076], [-1.902, -1.918, -0.888], [1.772, -3.983, -6.291], [5.316, -4.364, 2.923], [-0.904, -3.418, 0.848], [1.449, 9.747, 3.817], [2.553, 3.210, -1.117], [3.635, -3.813, 3.044], [1.027, 1.647, 0.024], [-2.255, -0.707, 0.343], [-5.352, -3.122, 3.611], [-0.030, -2.279, -6.270]],
  "energy_ha": -2598.91020,
  "total_charge": -1,
  "fmax_ev_per_a": 0.5,
  "lumo_ev": 1.80,
  "homo_lumo_gap_ev": 4.303
}

---

Entry 3:
{
  "formula": "C7H7NOSe",
  "method": "the ωB97M-V functional and the def2-TZVPD basis",
  "elements": ["Se", "O", "N", "C", "C", "C", "C", "C", "C", "C", "H", "H", "H", "H", "H", "H", "H"],
  "positions_angstrom": [[-3.970, -0.030, 0.052], [-1.508, 1.771, -0.135], [3.042, 0.057, 0.171], [0.870, -0.945, -0.165], [1.154, 1.500, -0.088], [-2.053, -0.591, -0.208], [0.307, 0.353, -0.125], [-1.155, 0.611, -0.195], [2.306, -1.012, -0.006], [2.508, 1.288, 0.189], [0.689, 2.489, -0.335], [3.186, 2.055, 0.673], [0.287, -1.794, -0.127], [-3.942, 0.525, 1.417], [-1.831, -1.027, 0.767], [2.934, -1.845, -0.276], [-1.961, -1.318, -1.006]],
  "e_above_lowest_kcal_mol": 0.0,
  "energy_ha": -2802.30929,
  "smiles": "O=C(C[SeH])c1ccncc1",
  "fmax_ev_per_a": 4.1,
  "lumo_ev": -0.32,
  "homo_lumo_gap_ev": 8.630
}

---

Entry 4:
{
  "formula": "C5H9NO",
  "method": "the ωB97M-V functional and the def2-TZVPD basis",
  "elements": ["O", "N", "C", "C", "C", "C", "C", "H", "H", "H", "H", "H", "H", "H", "H", "H"],
  "positions_angstrom": [[-2.905, -0.112, 0.172], [-1.094, 1.087, -0.564], [0.938, 1.455, 0.608], [-0.167, 0.552, 0.132], [-2.331, 0.488, -0.712], [-0.013, -0.907, 0.458], [1.163, -1.395, -0.424], [1.645, -0.553, -0.938], [-2.815, 0.724, -1.673], [1.682, 0.931, 1.214], [1.431, 1.953, -0.229], [-0.930, -1.466, 0.265], [0.793, -2.064, -1.203], [1.934, -1.909, 0.154], [0.461, 2.229, 1.213], [0.206, -1.013, 1.529]],
  "e_above_lowest_kcal_mol": 30.3,
  "energy_ha": -325.88932,
  "smiles": "CC/C(C)=N\\C=O",
  "fmax_ev_per_a": 0.5,
  "lumo_ev": 0.61,
  "homo_lumo_gap_ev": 10.222
}

---

Entry 5:
{
  "formula": "C4H6N4",
  "method": "the ωB97M-V functional and the def2-TZVPD basis",
  "elements": ["N", "N", "N", "N", "C", "C", "C", "C", "H", "H", "H", "H", "H", "H"],
  "positions_angstrom": [[-3.511, 1.864, 0.361], [1.257, 0.410, -0.185], [-2.900, 0.961, 0.034], [-2.708, -2.348, -0.190], [-2.290, -1.278, -0.219], [2.072, 0.615, -1.142], [1.479, -0.394, 0.978], [-1.974, 0.065, -0.189], [2.272, -1.125, 0.644], [1.801, 0.268, 1.695], [1.914, 1.332, -1.796], [-0.995, 0.302, -0.033], [2.987, 0.115, -1.166], [0.595, -0.786, 1.207]],
  "e_above_lowest_kcal_mol": 105.4,
  "energy_ha": -374.89333,
  "fmax_ev_per_a": 6.0,
  "lumo_ev": 0.08,
  "homo_lumo_gap_ev": 9.182
}

---

Entry 6:
{
  "formula": "C4H8N2O",
  "method": "the ωB97M-V functional and the def2-TZVPD basis",
  "elements": ["O", "N", "N", "C", "C", "C", "C", "H", "H", "H", "H", "H", "H", "H", "H"],
  "positions_angstrom": [[-0.428, 1.207, 1.232], [0.932, 0.239, -1.076], [0.942, -1.012, 0.913], [-0.959, 0.269, 0.407], [-0.536, 0.424, -1.024], [1.537, -0.420, -0.024], [-0.565, -1.082, 0.927], [-1.102, -0.308, -1.596], [-0.679, -1.905, 0.222], [-0.685, 1.421, -1.469], [1.484, 0.832, -1.660], [-0.867, -1.261, 1.945], [2.644, -0.470, -0.040], [-2.054, 0.379, 0.305], [0.338, 1.687, 0.939]],
  "e_above_lowest_kcal_mol": 48.2,
  "energy_ha": -341.92688,
  "smiles": "O[C@@H]1CN=CNC1",
  "fmax_ev_per_a": 3.3,
  "lumo_ev": 0.75,
  "homo_lumo_gap_ev": 9.575
}

---

Entry 7:
{
  "formula": "C28H25ClF10LiN3O4S",
  "method": "the ωB97M-V functional and the def2-TZVPD basis",
  "elements": ["Cl", "S", "F", "F", "F", "F", "F", "F", "F", "F", "F", "F", "O", "O", "O", "O", "N", "N", "N", "C", "C", "C", "C", "C", "C", "C", "C", "C", "C", "C", "C", "C", "C", "C", "C", "C", "C", "C", "C", "C", "C", "C", "C", "C", "C", "C", "C", "Li", "H", "H", "H", "H", "H", "H", "H", "H", "H", "H", "H", "H", "H", "H", "H", "H", "H", "H", "H", "H", "H", "H", "H", "H", "H"],
  "positions_angstrom": [[-0.201, -5.779, -5.008], [2.393, 2.991, 2.443], [-5.183, 4.499, 0.275], [3.980, -1.977, -1.404], [5.157, -1.126, -3.589], [5.125, 1.504, -4.349], [-3.839, 1.274, 3.435], [-0.777, 2.814, 0.093], [-2.688, 4.419, -0.856], [-5.663, 2.904, 2.452], [3.771, 3.283, -2.763], [2.571, 2.514, -0.520], [-0.409, -0.214, -0.566], [1.444, 1.900, 2.159], [-2.848, -0.963, -2.958], [-2.350, -1.343, -0.226], [2.624, -0.047, 0.409], [0.543, -1.202, 2.244], [-1.195, 1.055, 2.115], [-2.956, -3.035, -4.006], [-4.455, 2.855, 1.847], [-1.996, 2.764, 0.670], [-1.362, 0.093, 3.186], [-0.027, -0.614, 3.449], [-4.222, 3.673, 0.763], [3.207, 0.227, -0.750], [-1.582, -0.586, -0.840], [2.617, -1.418, 0.902], [-4.443, -2.832, -4.111], [-0.200, -2.385, 1.841], [-2.333, -4.168, -4.501], [3.824, 2.238, 3.234], [3.208, 1.574, -1.245], [-2.961, 3.612, 0.191], [4.516, -0.223, -2.819], [4.496, 1.093, -3.219], [-2.180, -2.055, -3.366], [-3.490, 1.999, 2.334], [-0.201, -3.390, -3.701], [1.776, 3.805, 3.929], [1.982, -1.450, 2.294], [-2.116, -0.010, -2.172], [-2.183, 1.846, 1.762], [3.905, -0.640, -1.654], [-0.810, -2.243, -3.201], [-0.963, -4.336, -4.354], [3.818, 1.985, -2.403], [0.478, 0.535, 0.943], [4.506, 3.015, 3.588], [-0.216, -1.512, -2.663], [-4.875, -2.712, -3.115], [2.041, -2.080, 0.240], [2.208, -2.414, 2.786], [-2.139, -0.648, 2.942], [0.244, -2.821, 0.946], [2.493, 4.560, 4.262], [-2.917, -4.932, -5.000], [-1.291, 0.405, -2.755], [0.829, 4.270, 3.652], [4.299, 1.625, 2.467], [-4.675, -1.917, -4.661], [2.445, -0.653, 2.882], [-2.832, 0.776, -1.945], [-4.918, -3.679, -4.610], [0.863, -3.539, -3.567], [-0.174, -1.377, 4.237], [-1.654, 0.546, 4.144], [3.473, 1.610, 4.055], [-0.190, -3.147, 2.644], [3.623, -1.854, 0.986], [1.603, 3.046, 4.694], [0.676, 0.133, 3.823], [-1.225, -2.121, 1.579]],
  "e_above_lowest_kcal_mol": 0.0,
  "energy_ha": -3411.81182,
  "total_charge": -2,
  "fmax_ev_per_a": 0.6,
  "lumo_ev": 3.70,
  "homo_lumo_gap_ev": 4.874
}

---

Entry 8:
{
  "formula": "H2N2O2",
  "method": "the ωB97M-V functional and the def2-TZVPD basis",
  "elements": ["O", "O", "N", "N", "H", "H"],
  "positions_angstrom": [[1.155, 1.443, 0.197], [-2.193, 0.422, -0.189], [0.071, 0.930, -0.444], [-0.915, 0.561, 0.324], [0.706, -0.592, -1.430], [-0.918, 0.270, 1.381]],
  "e_above_lowest_kcal_mol": 125.5,
  "energy_ha": -260.82479,
  "total_charge": -2,
  "fmax_ev_per_a": 2.7,
  "lumo_ev": [8.38, 8.38],
  "homo_lumo_gap_ev": [4.666, 4.667]
}